70
Properties=species:S:1:pos:R:3 method="wB97M-V/def2-TZVPD" relative_energy_kcal_mol=0.0 lumo_ev="-7.38 / -9.54" charge=+2 gap_ev="4.88 / 2.72" multiplicity=3 e_tot_ev=-67432.049
W -0.752 -2.445 2.994
C 0.575 -4.250 2.606
C 1.185 -2.955 2.444
C 1.437 -2.413 1.048
C 0.267 -1.605 0.440
C -1.115 -1.835 0.953
C -1.651 -3.125 1.232
C -1.024 -4.344 0.582
C 0.071 -5.038 1.422
C -1.681 -3.867 4.140
H 0.843 -4.835 3.491
H 1.868 -2.614 3.231
H 1.736 -3.221 0.351
H 2.320 -1.746 1.086
H 0.492 -0.522 0.586
H 0.312 -1.734 -0.657
H -1.806 -1.010 0.861
H -2.729 -3.153 1.388
H -0.662 -4.138 -0.446
H -1.840 -5.075 0.432
H -0.327 -6.015 1.764
H 0.916 -5.326 0.770
H -1.210 -4.864 4.201
H -2.755 -4.005 3.963
H -1.559 -3.376 5.130
P -1.578 1.265 -0.182
P 2.102 1.025 -0.100
N -2.589 0.690 -1.484
N -2.493 2.803 0.007
N 2.607 0.495 -1.713
N 3.490 2.026 0.272
C -0.291 1.923 -1.323
C 1.008 2.406 -0.667
C -3.616 -0.239 -1.245
C -4.423 -0.301 -2.373
C -3.910 0.642 -3.329
C -2.797 1.241 -2.754
C -2.964 3.224 1.255
C -3.538 4.481 1.118
C -3.358 4.884 -0.250
C -2.766 3.817 -0.914
C 2.784 -0.856 -2.082
C 3.065 -0.908 -3.442
C 3.010 0.425 -3.949
C 2.760 1.267 -2.874
C 4.476 2.592 -0.552
C 5.176 3.542 0.178
C 4.579 3.608 1.485
C 3.541 2.695 1.515
H -0.744 2.782 -1.842
H -0.048 1.139 -2.060
H 1.576 3.010 -1.400
H 0.798 3.029 0.219
H -3.664 -0.741 -0.293
H -5.276 -0.959 -2.507
H -4.314 0.859 -4.310
H -2.161 2.023 -3.141
H -2.842 2.570 2.104
H -4.030 5.049 1.894
H -3.601 5.851 -0.677
H -2.570 3.690 -1.968
H 2.790 -1.631 -1.322
H 3.294 -1.799 -4.003
H 3.135 0.754 -4.971
H 2.770 2.348 -2.837
H 4.619 2.271 -1.569
H 6.012 4.116 -0.185
H 4.886 4.266 2.285
H 2.829 2.443 2.287
Cl -0.640 -0.304 3.683